# 1
Computed, not measured: 2 unconnected molecules or ions with the total composition C11H20BN3O7S, with ωB97M-V/def2-TZVPD.

**SMILES string**: CCOB(O)[C@@](C#N)(CC#N)CCCCS(=O)(=O)O.C[N+](=O)[O-]
**E_HOMO**: -10.6 eV
**Energy above the lowest of the compared OMol25 structures with the same formula, charge and spin**: 0.00 kJ/mol
**Kohn-Sham gap**: 10.3 eV
**Electronic energy**: -1545.0939 a.u.

The geometry in ORCA input format:
```
! RIJCOSX wB97M-V def2-TZVPD def2/J DEFGRID3
* xyz 0 1
C -2.099 1.037 3.762
C -2.253 1.922 2.540
O -3.089 1.309 1.540
B -2.519 0.504 0.597
O -2.254 -0.817 0.887
C -2.145 1.139 -0.851
C -3.094 0.566 -1.812
N -3.852 0.127 -2.555
C -2.322 2.682 -0.844
C -3.699 3.147 -0.679
N -4.760 3.535 -0.489
C -0.697 0.844 -1.328
C -0.289 -0.634 -1.418
C 0.727 -1.062 -0.344
C 1.758 -2.081 -0.833
S 1.182 -3.769 -0.853
O 1.648 -4.425 -2.039
O 1.440 -4.331 0.433
O -0.407 -3.648 -0.965
H -1.276 1.401 4.379
H -3.018 1.032 4.347
H -1.889 0.008 3.469
H -2.745 2.860 2.801
H -1.276 2.174 2.111
H -2.715 -1.443 0.320
H -1.705 3.120 -0.060
H -1.954 3.065 -1.800
H -0.016 1.409 -0.685
H -0.607 1.284 -2.326
H 0.172 -0.800 -2.394
H -1.166 -1.272 -1.339
H 1.299 -0.200 0.002
H 0.204 -1.488 0.514
H 2.606 -2.115 -0.152
H 2.145 -1.834 -1.822
H -0.660 -3.769 -1.891
C 6.163 0.288 0.270
N 4.940 -0.200 -0.424
O 5.075 -0.821 -1.454
O 3.872 0.058 0.098
H 7.025 -0.019 -0.310
H 6.084 1.369 0.336
H 6.166 -0.152 1.262
*
```

***

# 2
Computed, not measured: a molecular structure, C11H20BaNO17, with ωB97M-V/def2-TZVPD.

**E_HOMO**: -0.1 eV
**Energy above the lowest of the compared OMol25 structures with the same formula, charge and spin**: 633.34 kJ/mol
**Kohn-Sham gap**: 3.6 eV
**Electronic energy**: -1790.3211 a.u.

The geometry in ORCA input format:
```
! RIJCOSX wB97M-V def2-TZVPD def2/J DEFGRID3
* xyz -3 1
Ba -14.749 21.617 6.860
O -11.499 17.432 10.385
C -11.234 17.602 9.104
O -10.077 17.433 8.722
O -12.013 17.974 8.248
H -10.635 17.019 10.455
O -15.732 15.098 5.377
C -16.385 15.949 4.654
O -16.926 15.608 3.584
O -16.387 17.126 5.055
H -15.321 15.747 5.952
O -9.036 23.572 9.167
C -10.167 23.322 8.538
O -11.215 23.848 8.964
O -10.227 22.616 7.497
H -9.290 24.433 9.505
O -13.315 22.922 2.721
C -12.377 22.606 1.878
O -12.333 23.136 0.803
O -11.471 21.726 2.149
H -13.912 23.615 2.429
O -19.770 24.555 4.236
C -18.651 24.079 4.649
O -18.455 22.930 4.381
O -17.773 24.836 5.097
H -19.619 25.492 4.384
C -21.892 21.380 9.994
O -20.597 21.273 10.626
C -19.581 20.780 9.758
C -18.177 20.656 10.593
N -17.148 21.662 10.780
C -17.881 22.937 11.097
C -16.852 24.044 11.475
O -15.801 23.630 12.374
C -14.883 24.791 12.455
H -21.994 21.908 9.046
H -22.542 21.953 10.656
H -22.443 20.442 9.938
H -19.536 21.620 9.066
H -19.858 19.889 9.196
H -17.649 19.973 9.926
H -18.337 20.068 11.497
H -16.745 21.611 11.704
H -18.481 22.783 11.993
H -18.490 23.373 10.305
H -17.355 24.873 11.974
H -16.385 24.346 10.538
H -13.806 24.624 12.451
H -15.146 25.435 13.294
H -14.843 25.417 11.564
*
```

***

# 3
Computed, not measured: a molecular structure, C11H20Br2NSiY, with ωB97M-V/def2-TZVPD.

**E_HOMO**: -15.4 eV
**Energy above the lowest of the compared OMol25 structures with the same formula, charge and spin**: 96.85 kJ/mol
**Kohn-Sham gap**: 7.6 eV
**Electronic energy**: -5961.2079 a.u.

The geometry in ORCA input format:
```
! RIJCOSX wB97M-V def2-TZVPD def2/J DEFGRID3
* xyz 2 1
Y 0.204 -0.502 -0.099
Br -1.679 1.967 -0.983
C -1.676 2.764 0.763
Br -0.704 1.661 2.012
H -2.701 2.831 1.105
H -1.179 3.723 0.698
C 0.150 -1.941 3.200
Si -0.725 -3.008 1.918
C 0.568 -3.924 0.900
C -2.001 -4.099 2.656
C -1.474 -1.820 0.688
H 1.228 -2.121 3.225
H -0.225 -2.159 4.203
H -0.014 -0.867 3.052
H 1.490 -4.103 1.457
H 0.848 -3.393 -0.028
H 0.199 -4.898 0.570
H -1.567 -4.861 3.308
H -2.561 -4.609 1.870
H -2.701 -3.508 3.251
H -2.202 -1.142 1.156
H -1.973 -2.365 -0.127
C 5.590 -1.709 3.562
C 4.467 -1.304 2.658
C 3.681 -0.182 2.916
C 2.642 0.137 2.074
N 2.339 -0.587 0.978
C 3.119 -1.658 0.710
C 4.168 -2.040 1.509
H 5.614 -1.112 4.470
H 6.544 -1.588 3.043
H 5.505 -2.762 3.831
H 3.881 0.446 3.774
H 2.037 1.014 2.266
H 2.901 -2.219 -0.193
H 4.758 -2.905 1.235
*
```

***

# 4
Computed, not measured: a molecular structure, C11H20Br2NSiY, with ωB97M-V/def2-TZVPD.

**E_HOMO**: -15.3 eV
**Energy above the lowest of the compared OMol25 structures with the same formula, charge and spin**: 18.52 kJ/mol
**Kohn-Sham gap**: 8.1 eV
**Electronic energy**: -5961.2377 a.u.

The geometry in ORCA input format:
```
! RIJCOSX wB97M-V def2-TZVPD def2/J DEFGRID3
* xyz 2 1
Y 0.190 0.184 -1.291
Br -0.555 -0.527 -4.075
C -1.415 1.202 -4.370
Br -1.668 2.175 -2.702
H -2.391 1.012 -4.801
H -0.767 1.791 -5.007
C 3.995 2.180 0.871
Si 2.395 1.789 0.026
C 0.865 1.639 1.171
C 1.929 3.100 -1.244
C 2.362 0.145 -0.918
H 3.973 3.157 1.355
H 4.792 2.183 0.124
H 4.250 1.430 1.621
H 0.763 2.527 1.798
H 0.898 0.767 1.828
H -0.132 1.625 0.671
H 1.924 4.097 -0.802
H 0.925 2.980 -1.679
H 2.632 3.103 -2.079
H 2.725 -0.672 -0.283
H 2.991 0.184 -1.815
C -3.192 -3.767 2.803
C -2.455 -2.874 1.865
C -3.021 -1.702 1.358
C -2.304 -0.912 0.491
N -1.050 -1.212 0.097
C -0.494 -2.343 0.588
C -1.153 -3.181 1.453
H -4.193 -3.399 3.012
H -2.647 -3.854 3.744
H -3.268 -4.771 2.383
H -4.023 -1.409 1.640
H -2.741 -0.004 0.088
H 0.518 -2.569 0.269
H -0.658 -4.074 1.809
*
```

***

# 5
Computed, not measured: a molecular structure, C11H20BrNO9P, with ωB97M-V/def2-TZVPD.

**E_HOMO**: -3.3 eV
**Kohn-Sham gap**: 5.9 eV
**Electronic energy**: -4078.5745 a.u.

The geometry in ORCA input format:
```
! RIJCOSX wB97M-V def2-TZVPD def2/J DEFGRID3
* xyz -1 1
N 1.315 1.003 2.353
C 0.474 -0.173 2.045
C -0.644 -0.440 3.046
C -1.836 -1.104 2.356
Br -2.846 -2.074 3.828
P -2.988 0.104 1.702
O -3.460 -0.187 0.354
O -2.347 1.608 1.749
O -4.328 0.273 2.625
H 1.251 1.210 3.341
H 0.954 1.812 1.864
H 0.082 -0.069 1.045
H 1.127 -1.033 2.084
H -0.281 -1.143 3.781
H -0.909 0.465 3.596
H -2.887 2.163 2.332
H -4.076 0.662 3.479
C 2.632 1.398 -2.362
C 2.364 2.823 -1.946
C 3.585 3.620 -1.543
O 3.043 4.548 -0.593
C 1.943 3.970 -0.041
O 1.381 4.381 0.917
O 1.589 2.863 -0.735
H 3.348 1.369 -3.183
H 3.024 0.824 -1.522
H 1.715 0.908 -2.685
H 1.797 3.351 -2.719
H 4.046 4.154 -2.370
H 4.334 3.003 -1.041
C -2.307 -3.311 -0.538
C -1.399 -2.745 -1.595
C -0.973 -3.719 -2.671
O 0.303 -3.200 -3.080
C 0.816 -2.514 -2.026
O 1.937 -2.115 -1.978
O -0.107 -2.354 -1.066
H -3.202 -3.740 -0.994
H -1.801 -4.081 0.047
H -2.608 -2.528 0.156
H -1.853 -1.853 -2.034
H -1.651 -3.750 -3.520
H -0.830 -4.730 -2.281
*
```

***

# 6
Computed, not measured: a molecular structure, C11H20ClIIrN2O2PSe, with ωB97M-V/def2-TZVPD.

**E_HOMO (spin up / spin down)**: -16.4 / -18.4 eV
**Kohn-Sham gap (spin up / spin down)**: 6.1 / 5.0 eV
**Electronic energy**: -4294.8306 a.u.

The geometry in ORCA input format:
```
! RIJCOSX wB97M-V def2-TZVPD def2/J DEFGRID3
* xyz 3 6
C 1.075 -2.692 -0.399
C 2.510 -2.306 0.074
H 1.406 -3.586 -0.989
H 0.422 -2.082 -1.037
H 0.399 -3.161 0.353
O 3.354 -3.258 0.029
I 3.707 -0.785 0.691
Ir -2.034 -0.195 -1.950
P -0.330 0.637 -3.264
C 1.418 0.922 -3.553
C -0.666 -0.862 -4.169
H -2.121 2.140 -3.217
H -1.127 2.289 -4.698
H -0.554 2.974 -3.172
C -1.143 2.139 -3.599
H -1.621 -1.300 -3.815
H -0.712 -0.588 -5.226
H 1.580 1.175 -4.611
H 2.026 0.031 -3.339
H 0.166 -1.555 -4.010
H 1.810 1.757 -2.954
C -0.377 0.144 -1.082
O 0.550 0.572 -0.482
Cl -3.811 0.442 -0.705
C 2.095 0.574 3.645
N 0.674 0.795 3.607
C -0.087 1.657 4.377
C -1.397 1.418 4.095
N -1.443 0.381 3.185
C -2.642 -0.251 2.674
C -0.162 -0.084 2.945
Se 0.452 -1.709 2.395
H 2.282 -0.488 3.882
H 2.549 1.176 4.441
H 2.528 0.752 2.657
H 0.390 2.386 5.021
H -2.335 1.863 4.507
H -3.426 -0.188 3.454
H -2.967 0.188 1.734
H -2.439 -1.319 2.505
*
```

***

# 7
Computed, not measured: 4 unconnected molecules or ions with the total composition C11H20ClN4O6PS, with ωB97M-V/def2-TZVPD.

**SMILES string**: N[C@H]1C[C@@H](Cl)OS(=O)(=O)[C@@H]1CP(=O)(O)O.CC#N.CC#N.CC#N
**E_HOMO**: -10.1 eV
**Kohn-Sham gap**: 9.7 eV
**Electronic energy**: -2301.1053 a.u.

The geometry in ORCA input format:
```
! RIJCOSX wB97M-V def2-TZVPD def2/J DEFGRID3
* xyz 0 1
N 4.361 -0.291 -1.083
C 3.023 -0.758 -1.698
C 2.204 -1.488 -0.486
C 0.572 -1.434 -0.600
Cl -0.083 -2.487 0.825
O 0.159 -0.054 -0.313
S 0.670 1.046 -1.506
O -0.472 1.382 -2.540
O 0.916 2.410 -0.748
C 2.292 0.541 -2.376
C 2.167 0.497 -4.012
P 1.212 -0.970 -4.745
O 1.311 -0.806 -6.348
O 1.884 -2.551 -4.410
O -0.493 -1.020 -4.392
H 4.580 -1.002 -0.328
H 5.095 -0.343 -1.837
H 3.338 -1.603 -2.469
H 2.581 -1.138 0.591
H 2.497 -2.643 -0.536
H 0.116 -1.906 -1.567
H 3.019 1.463 -2.152
H 1.687 1.532 -4.343
H 3.272 0.516 -4.463
H 1.472 -2.950 -3.587
H -0.686 -1.071 -3.411
C -0.951 1.840 2.608
C -0.135 0.560 2.677
N 0.542 -0.503 2.734
H -1.180 2.081 1.566
H -1.887 1.716 3.160
H -0.385 2.667 3.048
C -2.758 -2.171 4.907
C -1.952 -3.262 4.222
N -1.283 -4.167 3.654
H -2.666 -2.264 5.992
H -2.390 -1.187 4.601
H -3.813 -2.257 4.630
C -5.139 3.504 2.423
C -3.707 4.006 2.515
N -2.519 4.422 2.590
H -5.513 3.261 3.422
H -5.777 4.275 1.982
H -5.180 2.607 1.800
*
```

***

# 8
Computed, not measured: a molecular structure, C11H20F8GaO6S, with ωB97M-V/def2-TZVPD.

**E_HOMO**: -6.5 eV
**Kohn-Sham gap**: 9.0 eV
**Electronic energy**: -4004.4744 a.u.

The geometry in ORCA input format:
```
! RIJCOSX wB97M-V def2-TZVPD def2/J DEFGRID3
* xyz -1 1
O 4.299 3.803 3.105
C 4.048 4.340 1.997
O 3.200 5.487 2.000
C 4.699 3.760 0.631
C 3.816 2.578 -0.002
C 3.807 1.233 0.923
Ga 2.174 0.033 0.611
F 2.766 -1.767 0.884
S 0.423 0.365 2.096
O -0.723 -0.518 1.640
O 0.854 -0.174 3.461
C -0.057 2.153 2.390
F -0.669 2.216 3.687
F 1.142 2.924 2.486
C -1.109 2.778 1.354
F -1.616 3.975 1.974
F -2.232 1.975 1.093
C -0.501 3.240 -0.051
F -1.585 3.805 -0.790
F 0.479 4.242 0.034
F -0.062 2.135 -0.817
H 2.508 5.373 1.300
H 5.752 3.405 0.925
H 4.781 4.661 -0.085
H 2.734 2.866 -0.216
H 4.319 2.311 -1.007
H 4.726 0.629 0.560
H 4.030 1.468 2.027
H 1.617 0.061 -0.895
C -4.455 -2.087 -0.134
C -3.406 -3.087 0.312
O -2.220 -2.928 -0.454
H -4.686 -2.220 -1.194
H -5.375 -2.203 0.445
H -4.090 -1.064 -0.012
H -3.766 -4.108 0.169
H -3.161 -2.951 1.370
H -1.902 -2.024 -0.315
C -3.074 -5.095 -3.935
C -1.773 -5.636 -3.375
O -0.916 -4.567 -3.005
H -2.883 -4.463 -4.806
H -3.742 -5.909 -4.230
H -3.584 -4.472 -3.195
H -1.256 -6.239 -4.125
H -1.956 -6.261 -2.495
H -1.377 -4.043 -2.335
*
```

***

# 9
Computed, not measured: 2 unconnected molecules or ions with the total composition C11H20FO5S, with ωB97M-V/def2-TZVPD.

**E_HOMO**: -12.4 eV
**Kohn-Sham gap**: 8.4 eV
**Electronic energy**: -1305.0867 a.u.

The geometry in ORCA input format:
```
! RIJCOSX wB97M-V def2-TZVPD def2/J DEFGRID3
* xyz 1 1
C -0.481 1.483 1.486
C -1.003 1.509 0.037
C -1.075 0.196 -0.674
O -1.034 0.092 -1.868
O -1.250 -0.949 0.104
C -0.257 -1.928 -0.056
C 1.144 -1.354 0.161
S 2.364 -2.683 0.154
C 3.925 -1.803 0.352
C 5.084 -2.799 0.392
O 5.453 -3.237 1.448
C 2.201 -3.540 1.723
C 1.864 -2.578 2.843
O 2.675 -1.961 3.437
F 0.557 -2.453 3.058
H 0.611 1.484 1.487
H -0.784 0.553 1.968
H -0.850 2.320 2.068
H -1.992 1.977 -0.001
H -0.349 2.134 -0.568
H -0.339 -2.449 -1.014
H -0.448 -2.671 0.721
H 1.466 -0.648 -0.605
H 1.191 -0.888 1.147
H 3.884 -1.261 1.298
H 3.980 -1.094 -0.474
H 5.555 -3.082 -0.560
H 1.433 -4.306 1.631
H 3.178 -3.963 1.951
C -4.422 4.430 -2.934
C -3.924 3.103 -2.398
O -3.056 3.277 -1.268
H -3.583 5.064 -3.221
H -5.063 4.282 -3.803
H -4.995 4.965 -2.173
H -3.337 2.578 -3.149
H -4.765 2.464 -2.113
H -3.560 3.739 -0.589
*
```

***

# 10
Computed, not measured: 3 unconnected molecules or ions with the total composition C11H20O7S, with ωB97M-V/def2-TZVPD.

**SMILES string**: CCOS(C)(=O)=O.O=C1CCCO1.O=C1CCCO1
**E_HOMO**: -10.2 eV
**Energy above the lowest of the compared OMol25 structures with the same formula, charge and spin**: 127.12 kJ/mol
**Kohn-Sham gap**: 10.3 eV
**Electronic energy**: -1355.9364 a.u.

The geometry in ORCA input format:
```
! RIJCOSX wB97M-V def2-TZVPD def2/J DEFGRID3
* xyz 0 1
O 4.903 -1.443 0.214
C 3.713 -1.605 0.132
O 2.861 -0.922 0.937
C 1.464 -1.257 0.626
C 1.521 -2.613 -0.095
C 2.892 -2.618 -0.730
H 0.992 -0.484 0.020
H 0.892 -1.402 1.542
H 0.666 -2.870 -0.721
H 1.680 -3.457 0.576
H 2.730 -2.142 -1.697
H 3.385 -3.583 -0.609
O 1.054 3.908 4.551
C 0.927 3.477 3.435
O 1.835 2.597 2.912
C 1.558 2.238 1.565
C 0.395 3.171 1.110
C -0.163 3.680 2.430
H 1.468 1.152 1.543
H 2.361 2.352 0.837
H -0.400 2.714 0.521
H 0.607 4.048 0.499
H -0.947 3.015 2.793
H -0.335 4.756 2.475
O -1.798 -0.836 -4.132
S -1.192 -1.387 -2.881
O 0.247 -1.717 -2.693
O -1.561 -0.312 -1.682
C -2.899 0.253 -1.550
C -3.217 0.520 -0.103
C -2.230 -2.857 -2.215
H -3.770 -0.123 -2.086
H -2.845 1.236 -2.018
H -4.255 0.379 0.198
H -2.701 1.454 0.120
H -2.715 -0.220 0.520
H -2.007 -3.639 -2.941
H -3.235 -2.436 -2.208
H -1.880 -3.027 -1.196
*
```

***

# 11
Computed, not measured: a molecular structure, C11H20O7Si2, with ωB97M-V/def2-TZVPD.

**E_HOMO**: -9.4 eV
**Kohn-Sham gap**: 9.9 eV
**Electronic energy**: -1536.8072 a.u.

The geometry in ORCA input format:
```
! RIJCOSX wB97M-V def2-TZVPD def2/J DEFGRID3
* xyz 0 1
C 0.890 2.587 2.150
C 1.617 1.632 1.892
C 2.330 0.346 1.303
Si 3.418 -0.466 2.645
O 4.699 -1.349 1.855
Si 5.821 -0.255 1.153
H 0.143 3.431 2.083
H 2.901 0.690 0.386
H 1.538 -0.392 0.972
H 2.582 -1.512 3.280
H 3.910 0.445 3.677
H 7.129 -0.323 1.838
H 5.218 1.092 1.221
H 6.077 -0.531 -0.271
C -4.356 2.112 -0.941
C -3.179 3.056 -1.059
C -1.848 2.362 -1.062
O -0.985 3.350 -0.501
C -1.757 4.142 0.288
O -1.328 4.950 1.059
O -3.082 3.896 0.091
H -4.282 1.292 -1.659
H -4.432 1.701 0.068
H -5.289 2.649 -1.132
H -3.295 3.697 -1.940
H -1.524 2.094 -2.066
H -1.817 1.472 -0.430
C -1.867 -4.562 -0.946
C -0.953 -3.530 -1.571
C 0.231 -3.175 -0.716
O 0.502 -1.833 -1.111
C -0.673 -1.307 -1.555
O -0.849 -0.148 -1.782
O -1.619 -2.274 -1.706
H -1.304 -5.425 -0.584
H -2.439 -4.134 -0.121
H -2.594 -4.914 -1.682
H -0.639 -3.857 -2.568
H 1.090 -3.816 -0.914
H 0.015 -3.188 0.357
*
```

***

no.,maximum force (Eh/bohr)
1,0.0144
2,0.1403
3,0.0210
4,0.0110
5,0.0276
6,0.0946
7,0.1989
8,0.1270
9,0.0228
10,0.0749
11,0.0472